Record 1
The following is a DFT calculation (ωB97M-V with the def2-TZVPD basis set) of C5H9NS2 in the gas phase.

The geometry in XYZ format:
```
17
Properties=species:S:1:pos:R:3:forces:R:3:lowdin_charge:R:1
C 1.448 0.500 1.064 -0.80 0.42 1.58 -0.075
C 0.817 -0.463 0.149 -1.23 0.52 -1.60 -0.337
C 1.622 -1.519 -0.488 0.12 -2.17 1.62 -0.075
C -0.435 -0.351 -0.331 1.27 -0.51 -0.99 -0.206
C -2.698 0.275 -0.017 0.20 0.10 -0.07 -0.749
H 1.332 1.478 0.686 0.33 1.28 -0.91 0.015
H 2.493 0.368 1.333 -0.13 -0.45 -0.02 0.086
H 0.809 0.643 1.960 0.58 -0.59 0.04 0.100
H 0.934 -2.257 -0.974 0.85 0.35 0.50 0.094
H 2.349 -1.219 -1.208 0.43 0.71 -0.62 0.069
H 2.230 -1.976 0.350 -0.61 -0.14 -1.03 0.101
H -0.800 -1.055 -1.102 0.38 0.09 0.71 0.115
H -0.984 2.630 -1.359 0.06 0.07 0.05 -0.114
H -3.362 1.130 -0.192 0.04 -0.29 0.23 0.036
N -1.367 0.672 -0.208 -2.44 -0.05 1.30 -0.533
S -1.104 2.358 -0.045 0.30 -0.34 -0.36 0.849
S -3.284 -1.214 0.380 0.65 1.00 -0.42 0.623
```
Positions in Å, forces in eV/Å.

As for the total energy: -1046.9778 hartree. The structure (SMILES) is CC(C)=CN(S)C=S. Its total charge is 0.

---

Record 2
The following is a DFT calculation (ωB97M-V with the def2-TZVPD basis set) of 2 unconnected molecules or ions with the total composition C5H9NS2.

The geometry in XYZ format:
```
17
Properties=species:S:1:pos:R:3:forces:R:3:lowdin_charge:R:1
C 2.604 0.057 0.012 -1.69 2.67 0.25 -1.163
C -0.442 1.405 -0.661 2.69 -0.32 2.40 -0.171
C -0.856 0.128 -0.054 0.44 -0.82 0.12 -0.625
C -0.668 -0.151 1.437 -2.48 -2.34 0.17 -0.057
C -1.916 -0.642 -0.842 -0.87 -0.29 -0.78 -0.061
N 0.330 0.219 -0.894 1.62 -1.49 -0.32 0.041
S 3.144 1.543 0.330 -0.45 -2.20 -0.56 0.626
S 2.820 -1.597 0.016 1.93 0.26 -0.34 0.726
H -0.934 1.764 -1.477 -1.33 1.14 -2.27 0.065
H 0.194 2.141 -0.150 -0.53 0.19 0.51 0.093
H -0.482 -1.337 1.638 0.11 2.97 -0.52 0.125
H -1.678 0.028 1.992 1.77 -0.02 -0.84 0.096
H 0.084 0.539 1.774 0.49 -0.19 0.63 0.047
H -1.445 -1.586 -1.351 -0.98 1.67 1.12 0.103
H -2.288 0.068 -1.717 0.43 -1.72 1.88 0.106
H -2.757 -0.930 -0.104 1.00 0.33 -1.54 0.088
H 4.290 -1.649 0.051 -2.13 0.16 0.11 -0.037
```
Positions in Å, forces in eV/Å.

As for the total energy: -1046.8284 hartree. Its total charge is 0.

---

Going through the records in order, we get F_max values of 0.05379, 0.07040 Eh/bohr.